*w*
7
Properties=species:S:1:pos:R:3 method="wB97M-V/def2-TZVPD" homo_ha=-0.326 total_charge=0 gap_ev=8.5506 mol_weight_g_mol=299.8 multiplicity=1
C -1.353 1.089 -1.788
P 0.143 0.978 -0.981
I 1.756 -2.131 -0.139
I -1.028 0.932 -3.891
H -2.360 1.394 -1.413
H 1.288 -2.250 -1.673
H -0.350 1.031 0.408

*x*
7
Properties=species:S:1:pos:R:3 method="wB97M-V/def2-TZVPD" homo_ha="-0.302 / -0.309" total_charge=0 gap_ev="6.7462 / 8.0705" mol_weight_g_mol=299.8 multiplicity=1
C 0.603 -0.142 -1.426
P 0.122 -0.403 2.077
I -1.107 0.378 -2.285
I -2.231 -0.266 1.849
H 1.021 -1.113 -1.344
H 1.157 0.526 -0.800
H 0.434 1.020 1.928

Relative energies, in kcal/mol, with the most stable structure set to zero: *w* 0.0; *x* 24.0.

*w*
11
Properties=species:S:1:pos:R:3 method="wB97M-V/def2-TZVPD" homo_ha="-0.325 / -0.325" total_charge=0 gap_ev="8.5088 / 8.5082" smiles="F/C=C/CC=S" mol_weight_g_mol=104.1 multiplicity=1
F 2.786 0.957 0.383
C 1.475 0.746 0.311
C 1.007 -0.458 -0.079
C -0.523 -0.620 0.223
C -1.432 0.207 -0.524
S -2.984 0.513 -0.087
H 0.731 1.449 0.623
H 1.597 -1.276 -0.493
H -0.704 -1.636 -0.181
H -0.792 -0.560 1.274
H -1.161 0.676 -1.449

*x*
11
Properties=species:S:1:pos:R:3 method="wB97M-V/def2-TZVPD" homo_ha=-0.309 total_charge=0 gap_ev=9.3006 smiles="F[C@H]1C=CSC1" mol_weight_g_mol=104.1 multiplicity=1
F -1.121 -0.182 1.985
C -0.254 -0.460 0.964
C -1.030 -0.836 -0.227
C -0.393 -0.448 -1.355
S 1.012 0.569 -1.171
C 0.676 0.723 0.679
H 0.394 -1.230 1.253
H -1.836 -1.607 -0.308
H -0.553 -0.796 -2.410
H 1.593 0.533 1.232
H 0.305 1.751 0.743

Relative energies, in kcal/mol, with the most stable structure set to zero: *w* 25.9; *x* 0.0.

*w*
26
Properties=species:S:1:pos:R:3 method="wB97M-V/def2-TZVPD" homo_ha=-0.525 total_charge=+1 gap_ev=9.2521 smiles=CCCCCc1cc[nH+]nc1 mol_weight_g_mol=151.2 multiplicity=1
C 2.668 -1.737 -0.384
C 2.814 -0.247 -0.073
C 1.524 0.357 0.524
C 0.832 1.226 -0.508
C -0.496 1.823 -0.021
C -1.533 0.779 0.131
C -1.967 0.009 -0.916
C -2.918 -0.955 -0.630
N -3.375 -1.106 0.600
N -3.014 -0.382 1.653
C -2.112 0.533 1.390
H 1.695 -1.939 -0.825
H 2.772 -2.319 0.524
H 3.451 -2.072 -1.050
H 3.627 -0.136 0.634
H 3.101 0.275 -0.980
H 1.799 0.925 1.406
H 0.899 -0.479 0.836
H 1.485 2.060 -0.744
H 0.690 0.646 -1.416
H -0.354 2.351 0.915
H -0.826 2.538 -0.770
H -1.592 0.139 -1.914
H -3.311 -1.600 -1.396
H -4.059 -1.828 0.789
H -1.800 1.138 2.225

*x*
26
Properties=species:S:1:pos:R:3 method="wB97M-V/def2-TZVPD" homo_ha=-0.496 total_charge=+1 gap_ev=8.7152 mol_weight_g_mol=151.2 multiplicity=1
C 0.641 1.261 0.117
C 0.261 2.537 0.078
C 2.931 0.117 -0.271
C 2.403 -1.300 -0.115
C -0.658 -0.012 -1.814
C 1.803 0.543 0.721
C 1.244 -0.908 0.669
C -2.752 -0.272 1.265
C -2.544 -0.639 -0.260
N -1.505 0.394 -0.748
N -0.152 0.201 -0.457
H -0.746 2.743 -0.217
H 0.972 3.201 0.426
H 3.857 0.220 0.139
H 3.050 0.525 -1.370
H 2.015 -1.537 -1.123
H 3.066 -2.203 0.184
H -0.727 -0.970 -2.178
H -0.533 0.843 -2.508
H 2.329 0.859 1.703
H 0.722 -1.538 1.427
H -3.310 0.605 1.387
H -3.365 -1.096 1.659
H -1.785 -0.221 1.917
H -2.145 -1.635 -0.401
H -3.466 -0.594 -0.860

Relative energies, in kcal/mol, with the most stable structure set to zero: *w* 0.0; *x* 139.3.

*w*
11
Properties=species:S:1:pos:R:3 method="wB97M-V/def2-TZVPD" homo_ha=-0.407 total_charge=0 gap_ev=10.2731 smiles="N#CC(O)(C=O)C=O" mol_weight_g_mol=113.1 multiplicity=1
N -2.703 -0.146 -0.222
C -1.597 -0.021 0.036
C -0.066 0.014 0.126
O 0.245 -0.029 1.399
C 0.590 -1.019 -0.749
O 1.267 -1.841 -0.178
C 0.193 1.420 -0.314
O 1.472 1.724 -0.233
H 0.657 -1.025 1.644
H 0.364 -1.255 -1.768
H -0.686 2.112 -0.830

*x*
11
Properties=species:S:1:pos:R:3 method="wB97M-V/def2-TZVPD" homo_ha=-0.379 total_charge=0 gap_ev=10.7338 smiles="C=COC#N.O=C=O" mol_weight_g_mol=113.1 multiplicity=1
C -0.940 -0.333 0.706
C -1.588 -0.445 -0.447
O -1.632 0.638 -1.331
C -1.182 1.777 -0.978
N -0.747 2.760 -0.510
H -1.088 -0.979 1.583
H -0.236 0.441 0.742
H -2.293 -1.121 -0.767
O 3.029 0.021 -0.297
C 3.235 -0.902 0.334
O 3.440 -1.857 0.965

*y*
11
Properties=species:S:1:pos:R:3 method="wB97M-V/def2-TZVPD" homo_ha="-0.339 / -0.311" total_charge=0 gap_ev="9.1470 / 7.1738" mol_weight_g_mol=113.1 multiplicity=1
C -1.044 0.770 -0.775
C -0.107 -0.274 1.072
C 1.314 -0.298 0.064
C -0.222 -0.220 -1.618
N -1.224 -0.306 0.137
O -1.338 1.909 -0.726
O 1.050 0.050 -1.171
O -0.793 -1.294 -0.834
H 0.147 -1.062 1.725
H 0.002 0.581 1.621
H 2.215 0.143 0.506

Relative energies, in kcal/mol, with the most stable structure set to zero: *w* 46.7; *x* 0.0; *y* 142.6.

*w*
9
Properties=species:S:1:pos:R:3 method="wB97M-V/def2-TZVPD" homo_ha=-0.379 total_charge=0 gap_ev=11.0226 smiles="CO[PH2]=O" mol_weight_g_mol=80.0 multiplicity=1
C 0.562 0.147 -1.286
O -0.589 -0.219 -0.414
P -0.568 -0.151 1.168
O -1.895 -0.467 1.680
H 0.208 0.516 -2.253
H 1.208 -0.767 -1.519
H 0.929 1.030 -0.678
H 0.267 -1.158 1.642
H -0.123 1.070 1.660

*x*
9
Properties=species:S:1:pos:R:3 method="wB97M-V/def2-TZVPD" homo_ha=-0.380 total_charge=0 gap_ev=10.7667 mol_weight_g_mol=80.0 multiplicity=1
C -1.134 -0.239 -0.626
O 1.696 -0.449 1.977
O -0.322 -0.589 0.472
P 1.125 0.033 0.744
H -1.613 -1.150 -0.988
H -0.552 0.213 -1.429
H -1.901 0.464 -0.297
H 1.827 -0.241 -0.437
H 0.874 1.959 0.585

Relative energies, in kcal/mol, with the most stable structure set to zero: *w* 0.0; *x* 19.2.

*w*
55
Properties=species:S:1:pos:R:3 method="wB97M-V/def2-TZVPD" homo_ha=-0.299 total_charge=0 gap_ev=8.7564 smiles="CN(c1ccc(C(=O)N2CCN(Cc3ccc4c(c3)OCO4)CC2)cc1)S(C)(=O)=O" mol_weight_g_mol=431.5 multiplicity=1
C -6.276 2.273 0.473
N -6.069 0.958 -0.084
C -4.826 0.340 0.039
C -4.594 -0.907 -0.546
C -3.369 -1.532 -0.414
C -2.331 -0.927 0.285
C -1.039 -1.655 0.502
O -0.959 -2.574 1.298
N 0.012 -1.241 -0.239
C 0.014 -0.151 -1.181
C 0.977 0.939 -0.704
N 2.302 0.372 -0.549
C 3.306 1.376 -0.238
C 4.695 0.806 -0.356
C 5.028 0.050 -1.471
C 6.296 -0.498 -1.638
C 7.217 -0.253 -0.649
C 6.891 0.507 0.474
C 5.639 1.043 0.646
O 7.983 0.594 1.298
C 9.008 -0.135 0.657
O 8.522 -0.662 -0.558
C 2.277 -0.693 0.439
C 1.329 -1.797 -0.024
C -2.553 0.318 0.857
C -3.780 0.946 0.739
S -7.458 0.035 -0.333
C -7.486 -1.087 1.090
O -7.334 -0.735 -1.531
O -8.574 0.924 -0.232
H -6.128 2.288 1.558
H -7.303 2.549 0.252
H -5.603 2.990 0.002
H -5.373 -1.377 -1.120
H -3.213 -2.501 -0.862
H -0.993 0.249 -1.298
H 0.367 -0.529 -2.148
H 1.019 1.736 -1.450
H 0.600 1.369 0.244
H 3.161 1.803 0.769
H 3.194 2.188 -0.965
H 4.271 -0.120 -2.219
H 6.550 -1.087 -2.503
H 5.401 1.624 1.522
H 9.863 0.530 0.456
H 9.338 -0.959 1.311
H 3.287 -1.094 0.542
H 1.945 -0.319 1.425
H 1.245 -2.581 0.729
H 1.698 -2.223 -0.963
H -1.764 0.802 1.413
H -3.911 1.910 1.201
H -7.666 -0.488 1.972
H -6.537 -1.604 1.147
H -8.295 -1.788 0.933

*x*
55
Properties=species:S:1:pos:R:3 method="wB97M-V/def2-TZVPD" homo_ha=-0.326 total_charge=0 gap_ev=8.3461 smiles="CCCN(CCC)S(=O)(=O)c1cc(CN2C(=O)c3cccnc3C2=O)ccc1OC" mol_weight_g_mol=431.5 multiplicity=1
C -5.720 -0.455 0.041
C -4.723 -0.019 -1.027
C -3.681 -1.080 -1.398
N -2.586 -1.170 -0.455
C -2.713 -2.103 0.651
C -2.005 -1.584 1.902
C -2.543 -0.235 2.361
S -1.038 -1.098 -1.090
O -1.100 -0.798 -2.492
O -0.291 -2.261 -0.696
C -0.287 0.309 -0.264
C 0.836 0.113 0.507
C 1.481 1.190 1.104
C 2.740 0.960 1.897
N 3.783 0.443 1.032
C 4.187 -0.885 1.036
O 3.790 -1.726 1.799
C 5.189 -0.987 -0.052
C 5.941 -2.045 -0.524
C 6.801 -1.766 -1.582
C 6.863 -0.474 -2.092
N 6.142 0.544 -1.639
C 5.326 0.274 -0.643
C 4.399 1.216 0.055
O 4.191 2.385 -0.121
C 0.980 2.464 0.889
C -0.148 2.669 0.113
C -0.800 1.588 -0.479
O -1.910 1.671 -1.241
C -2.358 2.946 -1.650
H -6.498 0.298 0.154
H -5.234 -0.583 1.003
H -6.195 -1.394 -0.240
H -4.196 0.874 -0.694
H -5.273 0.231 -1.936
H -3.222 -0.800 -2.348
H -4.165 -2.057 -1.524
H -3.774 -2.246 0.855
H -2.273 -3.069 0.373
H -0.940 -1.504 1.686
H -2.131 -2.323 2.697
H -3.570 -0.328 2.709
H -1.941 0.157 3.177
H -2.517 0.474 1.538
H 1.203 -0.897 0.622
H 2.582 0.209 2.677
H 3.089 1.895 2.342
H 5.859 -3.032 -0.094
H 7.418 -2.542 -2.006
H 7.527 -0.234 -2.912
H 1.481 3.316 1.323
H -0.506 3.675 -0.035
H -2.726 3.534 -0.802
H -1.568 3.500 -2.164
H -3.176 2.759 -2.343

Relative energies, in kcal/mol, with the most stable structure set to zero: *w* 20.0; *x* 0.0.

*w*
18
Properties=species:S:1:pos:R:3 method="wB97M-V/def2-TZVPD" homo_ha="-0.361 / -0.573" total_charge=+1 gap_ev="6.9289 / 9.2821" s2=2.01 mol_weight_g_mol=99.2 multiplicity=3
C 1.395 0.635 0.479
C -1.768 1.674 0.067
C -1.250 0.058 -0.292
C -0.246 -0.932 -0.217
C -0.575 -2.360 -0.607
N 2.563 1.117 0.729
N 1.045 -0.588 0.102
H 0.569 1.444 0.402
H -1.804 1.711 1.237
H -2.671 1.866 -0.496
H -1.001 2.405 -0.017
H -2.151 -0.315 -0.621
H -0.115 -3.094 0.089
H -0.271 -2.626 -1.644
H -1.716 -2.412 -0.614
H 2.857 2.133 0.883
H 3.441 0.658 0.468
H 1.698 -1.372 0.053

*x*
18
Properties=species:S:1:pos:R:3 method="wB97M-V/def2-TZVPD" homo_ha="-0.376 / -0.517" total_charge=+1 gap_ev="6.9667 / 5.7054" s2=2.02 mol_weight_g_mol=99.2 multiplicity=3
C 0.247 -1.158 -1.880
C 1.047 -0.360 2.146
C 0.515 -0.900 -0.618
C 0.643 0.634 1.393
C 0.285 0.477 0.028
N 0.201 1.381 -0.957
N -1.640 0.187 0.279
H 0.511 -2.080 -2.207
H -0.064 -0.530 -2.755
H 1.243 -0.130 3.178
H 1.344 -1.320 1.683
H 0.643 -1.755 0.003
H 0.306 1.561 1.750
H 0.348 1.251 -1.989
H -0.038 2.333 -0.772
H -1.605 -0.676 -0.247
H -2.125 0.815 -0.325
H -1.860 0.270 1.289

Relative energies, in kcal/mol, with the most stable structure set to zero: *w* 0.0; *x* 47.1.

*w*
22
Properties=species:S:1:pos:R:3 method="wB97M-V/def2-TZVPD" homo_ha=-0.502 total_charge=+1 gap_ev=10.3003 smiles="CN1CC[N+](C)=C1CC#N" mol_weight_g_mol=138.2 multiplicity=1
C 1.633 -1.457 1.077
N 0.675 -0.452 0.820
C -0.013 0.320 1.885
C -1.332 0.766 1.249
N -1.079 0.543 -0.174
C -2.071 0.983 -1.145
C 0.041 -0.163 -0.316
C 0.699 -0.542 -1.910
C 1.990 0.038 -1.851
N 2.982 0.597 -1.855
H 1.378 -2.276 0.418
H 2.738 -1.097 0.841
H 1.527 -1.767 2.103
H 0.616 1.262 1.957
H -0.055 -0.171 2.771
H -2.171 0.213 1.513
H -1.599 1.805 1.433
H -3.080 1.077 -0.672
H -2.015 0.393 -2.071
H -1.679 1.925 -1.315
H 0.686 -1.740 -2.000
H 0.130 -0.256 -2.758

*x*
22
Properties=species:S:1:pos:R:3 method="wB97M-V/def2-TZVPD" homo_ha=-0.474 total_charge=+1 gap_ev=9.7520 mol_weight_g_mol=138.2 multiplicity=1
C -3.695 -0.207 -0.015
C -3.148 1.021 -0.314
C -2.828 -1.308 0.166
C -1.722 1.173 -0.188
C -1.424 -1.120 0.194
C -0.931 0.112 0.031
C 0.700 0.245 0.012
N 1.279 1.325 0.596
N 1.555 -0.702 -0.315
N 4.115 -0.252 -0.145
H -4.778 -0.264 -0.170
H -3.794 1.753 -0.516
H -3.229 -2.268 0.432
H -1.460 2.188 -0.580
H -0.902 -1.935 0.522
H 0.753 2.071 0.901
H 2.320 1.420 0.654
H 2.609 -0.613 -0.450
H 1.151 -1.682 -0.576
H 4.458 -1.172 0.236
H 4.719 -0.219 -1.030
H 4.253 0.435 0.555

Relative energies, in kcal/mol, with the most stable structure set to zero: *w* 41.5; *x* 0.0.